Below is a single C18H19NO4 molecule, with properties calculated with the ωB97M-V functional and the def2-TZVPD basis.

XYZ file:
```
42
Properties=species:S:1:pos:R:3:forces:R:3:lowdin_charge:R:1
C -4.399 -2.132 -2.099 0.0 -0.1 -0.1 0.018
C -5.128 -1.432 -1.252 0.2 0.2 0.3 -0.141
C -4.591 -0.574 -0.147 -0.5 -0.1 0.0 -0.195
O -3.178 -0.568 -0.183 0.1 -0.1 0.2 -0.045
C -2.468 0.398 0.472 0.2 0.2 0.1 -0.146
C -1.188 0.628 -0.045 -0.3 -0.1 0.0 -0.119
C -0.774 -0.186 -1.255 -0.1 -0.1 0.1 -0.134
N 0.463 0.209 -1.870 -0.2 0.3 -0.3 0.021
C 1.708 -0.065 -1.384 0.4 -0.2 0.0 -0.277
C 1.933 -0.940 -0.312 -0.3 0.1 -0.1 -0.014
C 3.213 -1.225 0.103 0.4 0.1 -0.1 -0.009
C 4.314 -0.646 -0.528 -0.4 0.0 0.0 -0.158
C 5.690 -0.924 -0.111 0.7 0.1 -0.1 -0.497
O 6.682 -0.447 -0.614 -0.1 0.0 0.0 0.090
O 5.781 -1.789 0.923 -0.2 -0.2 0.3 0.093
C 4.096 0.234 -1.593 0.1 -0.1 0.2 -0.011
C 2.822 0.519 -2.011 -0.1 0.0 0.0 -0.019
C -0.352 1.563 0.541 0.0 0.0 0.0 -0.038
C -0.782 2.281 1.639 0.0 0.0 0.0 -0.077
C -2.042 2.058 2.164 -0.1 0.0 0.1 -0.026
C -2.894 1.115 1.604 -0.2 -0.1 0.0 -0.186
O -4.139 0.832 2.111 0.4 -0.2 -0.3 -0.112
C -4.587 1.544 3.238 -0.1 0.1 0.2 -0.081
H -4.848 -2.734 -2.869 -0.1 -0.1 -0.1 0.053
H -3.324 -2.129 -2.045 0.2 0.0 0.0 0.050
H -6.209 -1.441 -1.301 -0.1 -0.1 -0.1 0.100
H -4.953 -0.962 0.815 0.1 0.1 -0.2 0.130
H -4.982 0.447 -0.261 0.1 -0.1 0.1 0.139
H -1.566 -0.110 -2.006 0.1 -0.1 0.1 0.133
H -0.714 -1.240 -0.967 -0.1 0.0 -0.1 0.129
H 0.407 0.989 -2.506 0.0 -0.1 0.0 0.141
H 1.098 -1.385 0.206 -0.1 0.0 0.1 0.107
H 3.374 -1.897 0.931 0.0 -0.1 0.1 0.117
H 6.716 -1.922 1.139 -0.1 0.2 -0.2 0.127
H 4.952 0.682 -2.074 0.1 0.0 -0.1 0.120
H 2.660 1.201 -2.835 0.0 0.0 -0.1 0.110
H 0.636 1.731 0.142 0.1 0.0 -0.1 0.108
H -0.137 3.014 2.096 0.1 0.1 0.1 0.105
H -2.353 2.621 3.029 -0.1 0.0 0.1 0.101
H -5.585 1.158 3.445 0.1 0.1 0.0 0.095
H -4.650 2.618 3.039 0.0 0.0 0.0 0.098
H -3.945 1.369 4.107 0.0 0.0 0.0 0.098
```
Forces are in eV/Å.

As for the energy above the lowest of the compared OMol25 structures with the same formula, charge and spin: 2.0949 eV. The value obtained for the gap between HOMO and LUMO is 0.317 Ha. As for the charge: 0. As for the calculated total energy: -28653.748 eV.

Below is a single C18H19NO6S molecule, with properties calculated with the ωB97M-V functional and the def2-TZVPD basis.

XYZ file:
```
45
Properties=species:S:1:pos:R:3:forces:R:3:lowdin_charge:R:1
C -6.031 -2.091 -0.318 0.2 -0.4 -0.3 -0.138
N -6.408 -0.740 0.041 0.3 0.8 -0.3 -0.189
S -5.553 0.453 -0.786 -0.4 -0.3 0.3 0.649
O -5.249 0.025 -2.122 0.3 -0.1 0.2 -0.288
O -6.283 1.671 -0.598 0.0 0.0 0.3 -0.292
C -4.061 0.484 0.198 -0.4 -0.1 -0.4 -0.266
C -4.089 1.161 1.402 0.0 0.1 0.2 -0.040
C -2.963 1.157 2.209 -0.2 0.0 -0.1 -0.041
C -1.829 0.468 1.812 0.1 -0.1 -0.2 0.007
C -1.811 -0.214 0.597 -0.2 0.2 0.1 -0.099
C -0.606 -0.952 0.132 -0.1 -0.2 -0.3 -0.442
O -0.486 -1.427 -0.969 0.0 0.1 0.1 0.137
O 0.324 -1.045 1.093 0.0 0.2 0.3 -0.003
C 1.559 -1.647 0.738 0.3 -0.5 -0.3 -0.096
C 2.566 -0.642 0.242 -0.1 -0.2 0.0 -0.091
C 2.303 0.707 0.197 0.1 0.0 -0.1 0.059
C 3.246 1.623 -0.279 0.0 -0.5 0.1 -0.151
C 2.868 3.056 -0.283 0.2 0.3 -0.1 -0.407
C 3.844 4.022 -0.909 -0.3 0.2 0.1 -0.018
O 1.821 3.433 0.198 0.0 0.0 0.0 0.083
C 4.477 1.141 -0.710 -0.3 0.2 0.1 -0.020
C 4.762 -0.212 -0.663 0.1 -0.4 0.0 -0.003
C 3.818 -1.117 -0.189 -0.1 0.4 0.0 -0.220
O 4.002 -2.457 -0.096 -0.3 0.2 0.1 -0.071
C 5.227 -3.007 -0.526 0.2 -0.1 -0.1 -0.071
C -2.939 -0.197 -0.222 0.3 -0.1 -0.1 0.013
H -6.104 -2.265 -1.396 0.0 -0.1 0.1 0.081
H -4.996 -2.239 -0.011 0.0 -0.2 0.0 0.078
H -6.665 -2.797 0.214 0.0 0.0 0.1 0.086
H -7.397 -0.563 -0.057 -0.1 0.2 0.0 0.101
H -4.989 1.689 1.675 -0.1 0.1 0.1 0.118
H -2.967 1.691 3.147 0.0 0.0 0.1 0.111
H -0.949 0.459 2.435 0.0 0.0 0.0 0.122
H 1.932 -2.140 1.641 -0.1 0.0 -0.1 0.146
H 1.392 -2.404 -0.038 0.0 0.1 0.2 0.138
H 1.351 1.091 0.530 -0.1 0.0 0.0 0.127
H 3.417 5.022 -0.891 0.0 0.0 0.0 0.084
H 4.777 4.023 -0.350 0.1 0.0 0.0 0.086
H 4.051 3.735 -1.937 0.1 0.0 -0.1 0.087
H 5.234 1.813 -1.082 0.1 0.1 0.0 0.109
H 5.727 -0.554 -1.000 0.1 -0.1 0.0 0.104
H 5.137 -4.080 -0.367 0.1 0.1 0.0 0.096
H 5.404 -2.812 -1.588 0.0 0.0 0.0 0.099
H 6.067 -2.623 0.062 0.0 0.0 0.0 0.098
H -2.932 -0.701 -1.176 0.1 -0.1 -0.1 0.129
```
Forces are in eV/Å.

As for the energy above the lowest of the compared OMol25 structures with the same formula, charge and spin: 0.6092 eV. The value obtained for the gap between HOMO and LUMO is 0.335 Ha. As for the charge: 0. As for the calculated total energy: -43584.371 eV.

Below is a molecular structure, C18H20BF6N9O4OsS2 in a non-equilibrium geometry, with properties calculated with the ωB97M-V functional and the def2-TZVPD basis.

XYZ file:
```
61
Properties=species:S:1:pos:R:3:forces:R:3:lowdin_charge:R:1
Os 0.162 1.056 -0.137 -0.2 -0.6 -0.3 1.737
C 0.063 3.134 2.659 0.0 0.0 0.1 0.012
C 0.044 1.660 2.858 0.0 0.2 0.4 -0.238
C -0.104 0.947 4.034 -0.1 0.5 0.0 0.073
C -0.021 -0.389 3.691 0.0 -0.3 0.0 0.039
N 0.191 -0.496 2.374 0.3 0.1 -0.4 0.051
N 0.206 0.765 1.836 -0.3 -0.3 -0.2 -0.071
B 0.306 -1.654 1.360 0.4 -0.8 0.4 -0.603
N -0.954 -1.559 0.456 0.2 0.1 -0.1 0.072
C -2.030 -2.322 0.287 0.5 -0.3 0.4 0.060
C -2.902 -1.712 -0.599 -0.1 0.8 -0.6 0.085
C -2.315 -0.514 -0.973 -0.7 -0.5 -0.1 -0.213
C -2.902 0.437 -1.944 0.1 0.1 -0.1 0.021
N -1.104 -0.417 -0.322 0.4 0.4 0.8 -0.031
N 1.534 -1.435 0.446 -0.2 -0.1 0.5 0.044
C 2.594 -2.193 0.150 -0.1 0.0 0.1 0.045
C 3.384 -1.522 -0.768 0.2 0.2 -0.2 0.068
C 2.754 -0.318 -1.023 0.2 -0.1 -0.1 -0.237
C 3.165 0.797 -1.916 0.0 0.0 0.0 0.014
N 1.613 -0.279 -0.269 -0.3 0.5 -0.2 -0.094
N 0.494 -3.023 2.055 0.3 1.5 0.6 0.010
C 1.259 -3.339 3.219 -0.2 0.6 -0.2 0.013
C 1.280 -4.679 3.346 0.0 -0.2 -0.2 0.046
C 0.531 -5.173 2.245 -0.5 1.1 -0.8 -0.198
C 0.227 -6.536 1.846 0.1 -0.3 -0.2 0.018
N 0.085 -4.088 1.462 0.0 -2.0 0.2 0.156
H 0.063 3.627 3.628 0.0 0.0 0.0 0.113
H -0.814 3.476 2.111 0.0 0.0 0.0 0.093
H 0.960 3.448 2.125 0.0 0.0 0.0 0.089
H -0.255 1.353 5.021 0.0 0.0 0.0 0.148
H -0.119 -1.259 4.322 0.1 0.0 0.0 0.149
H -2.119 -3.268 0.795 0.0 0.0 0.1 0.146
H -3.852 -2.085 -0.945 0.0 0.0 0.0 0.153
H -3.982 0.452 -1.809 0.0 0.0 0.0 0.123
H -2.702 0.082 -2.960 0.0 0.0 0.0 0.121
H -2.541 1.454 -1.863 0.0 0.0 0.1 0.037
H 2.741 -3.162 0.599 0.0 0.0 0.0 0.151
H 4.306 -1.872 -1.201 0.0 0.0 0.0 0.145
H 4.036 0.497 -2.493 0.0 0.0 0.0 0.112
H 3.441 1.677 -1.333 0.0 0.0 0.0 0.096
H 2.373 1.069 -2.614 0.0 0.0 0.0 0.085
H 1.722 -2.564 3.809 0.0 0.0 0.0 0.136
H 1.756 -5.261 4.119 0.0 0.0 0.0 0.146
H 0.206 -7.211 2.700 0.0 0.0 0.0 0.115
H 1.047 -6.889 1.194 -0.1 0.0 0.1 0.134
H -0.685 -6.594 1.253 0.0 0.0 0.1 0.106
F 0.573 5.143 -0.412 0.1 0.0 0.0 0.231
C 0.946 4.131 -1.143 -0.3 0.1 0.0 -0.642
F 1.604 3.216 -0.333 0.1 -0.2 0.1 0.041
F 1.716 4.466 -2.121 0.0 -0.1 -0.1 0.251
S -0.575 3.151 -1.644 -0.2 -0.2 0.2 0.711
O -1.023 2.759 -0.231 -0.1 -0.1 -0.1 -0.415
O 0.078 1.821 -2.057 0.0 0.2 -0.1 -0.418
N -1.644 3.780 -2.432 0.5 -0.1 0.1 -0.219
S -1.402 4.479 -4.000 0.1 0.2 -0.1 0.724
O -0.104 4.088 -4.439 -0.2 0.0 0.2 -0.231
O -1.856 5.810 -3.917 0.0 -0.1 0.0 -0.173
C -2.661 3.443 -4.878 -0.1 0.0 -0.1 -0.696
F -2.332 2.160 -4.713 0.0 0.0 0.0 0.145
F -3.852 3.663 -4.368 0.0 0.0 0.0 0.195
F -2.610 3.772 -6.143 0.0 0.0 0.0 0.217
```
Forces are in eV/Å.

The spin multiplicity is 2. As for the energy above the lowest of the compared OMol25 structures with the same formula, charge and spin: 0.0526 eV. The value obtained for the gap between HOMO and LUMO (alpha / beta) is 0.108 / 0.105 Ha. As for the charge: +3. As for the calculated total energy: -81679.057 eV.

Below is a molecular structure, C18H20CaCl3N6O2S2Se in a non-equilibrium geometry, with properties calculated with the ωB97M-V functional and the def2-TZVPD basis.

XYZ file:
```
53
Properties=species:S:1:pos:R:3:forces:R:3:lowdin_charge:R:1
Ca -0.311 -0.029 0.212 0.2 -0.2 -1.3 1.300
N -1.517 1.636 1.626 -0.6 -0.7 0.1 -0.090
C -1.216 3.033 1.408 0.6 0.8 -0.5 -0.268
C -0.937 3.251 -0.093 -1.4 2.9 -0.8 -0.273
N -0.292 2.209 -0.847 -1.0 -1.1 0.2 -0.091
H -2.305 1.349 1.041 -0.3 0.2 0.3 0.077
H -1.820 1.514 2.581 -0.1 -0.3 0.2 0.089
H -0.294 3.252 1.982 -0.4 0.0 -0.2 0.116
H -1.998 3.775 1.737 0.6 -0.8 -0.3 0.133
H -0.294 4.161 -0.101 -0.5 -0.4 -0.3 0.122
H -1.921 3.555 -0.640 1.5 -0.4 1.1 0.142
H 0.448 2.515 -1.459 0.2 0.1 0.1 0.096
H -0.934 1.712 -1.506 0.7 0.7 0.6 0.058
C -3.209 0.632 -2.855 0.1 -0.7 -0.9 -0.065
C -3.237 -0.641 -2.049 0.8 1.2 0.1 -0.641
N -2.485 -0.943 -1.009 -0.9 -0.6 0.1 0.026
C -2.893 -2.198 -0.503 0.3 1.6 -1.0 -0.317
C -3.885 -2.778 -1.227 0.0 -0.8 0.9 -0.333
S -4.410 -1.771 -2.486 0.0 -0.7 0.0 1.149
C -2.338 -2.626 0.767 0.1 -1.2 0.4 -0.346
C -2.580 -3.836 1.348 -0.5 -0.6 -0.1 -0.329
S -1.952 -3.895 2.929 0.1 0.5 -0.3 1.121
C -1.328 -2.300 2.742 -0.3 0.0 -0.1 -0.611
N -1.566 -1.788 1.538 0.4 0.4 1.2 -0.025
C -0.609 -1.668 3.921 -0.3 1.2 -0.3 -0.080
H -3.148 1.500 -2.212 -0.1 0.2 0.2 0.066
H -4.165 0.661 -3.438 0.9 0.3 0.4 0.085
H -2.341 0.640 -3.566 -0.7 0.0 0.6 0.087
H -4.330 -3.731 -0.971 -0.1 0.2 -0.3 0.087
H -3.142 -4.687 0.943 0.3 0.6 0.2 0.097
H -1.227 -1.050 4.637 0.1 -0.7 -1.1 0.107
H 0.207 -1.003 3.592 -0.2 -0.3 0.0 0.066
H -0.184 -2.449 4.516 0.4 -0.4 0.4 0.061
Cl 0.809 -2.618 -4.799 0.0 0.8 0.9 0.583
C 1.249 -1.494 -3.464 1.5 -1.0 -0.3 -1.328
Cl 1.369 -2.471 -1.914 -0.3 0.4 -0.8 0.488
Cl 2.990 -0.916 -3.806 -1.5 -0.2 0.3 0.516
C 0.280 -0.264 -3.301 0.2 -0.5 -1.0 -0.827
O -0.168 0.197 -4.330 -0.1 0.0 -0.3 0.028
O 0.086 0.109 -2.130 0.0 -0.2 1.4 -0.241
Se 2.418 -2.120 1.199 1.5 2.8 -0.7 1.057
N 2.020 -0.313 0.825 0.0 0.2 0.7 -0.354
C 3.114 0.463 0.831 0.7 -3.0 0.1 -0.306
C 3.285 1.873 0.612 1.1 0.4 0.9 -0.014
C 4.563 2.425 0.655 -1.7 -3.1 -0.5 -0.019
C 5.690 1.525 0.771 0.5 -0.7 0.2 -0.054
C 5.646 0.161 1.035 0.6 2.0 0.3 -0.001
C 4.332 -0.400 1.043 -0.2 -0.7 -0.3 -0.371
N 4.187 -1.712 1.133 -1.0 0.4 0.8 -0.209
H 2.419 2.500 0.595 -0.4 0.3 -0.3 0.087
H 4.717 3.469 0.513 0.1 0.6 0.0 0.105
H 6.640 1.995 0.602 0.5 0.0 0.4 0.101
H 6.565 -0.411 1.373 -1.4 0.6 -1.0 0.147
```
Forces are in eV/Å.

As for the energy above the lowest of the compared OMol25 structures with the same formula, charge and spin: 0.0000 eV. The value obtained for the gap between HOMO and LUMO is 0.274 Ha. As for the charge: +1. As for the calculated total energy: -175046.301 eV.